[1]
Here is a structure of composition C29H42F12N2O25S6Si2 in a non-equilibrium geometry from the Open Molecules 2025 dataset. Energies are from ωB97M-V/def2-TZVPD.

The geometry in XYZ format:
```
118
Properties=species:S:1:pos:R:3:mulliken_charge:R:1
C -0.94821 -0.38355 3.54852 -1.09
C -0.99393 -0.79323 2.01373 0.07
Si -0.29753 0.69755 1.04047 -1.12
C 1.45269 0.22288 0.53712 -0.27
C 2.31076 -0.33747 1.73072 -0.65
C 2.68631 -1.84953 1.53275 -0.85
C 2.41032 -2.70280 2.80971 -0.65
C 3.68263 -2.92321 3.68030 1.03
F 4.46898 -3.92130 3.21480 -0.32
F 4.43348 -1.77115 3.50665 -0.35
C 3.40641 -2.98612 5.21552 0.43
F 2.48344 -2.10233 5.61338 -0.23
F 4.54753 -2.59980 5.83917 -0.29
S 2.95967 -4.67418 5.91733 1.29
F 1.45728 -4.15866 6.24789 -0.31
F 2.38804 -5.22546 4.51803 -0.29
F 4.42375 -5.25013 5.66919 -0.28
F 3.40543 -4.16482 7.37927 -0.31
F 2.57729 -6.08078 6.57950 -0.29
O -0.41612 2.03169 2.08791 0.58
Si 0.77437 3.18869 1.90747 -0.03
C 0.40004 4.48094 0.58183 -0.95
C 1.41484 4.48008 -0.57488 0.11
C 1.48891 3.40796 -1.48270 0.18
C 2.37158 3.37273 -2.56476 -0.87
C 3.25655 4.44387 -2.75670 -0.27
C 3.21732 5.55239 -1.87767 -0.89
C 2.29402 5.55678 -0.81208 -0.46
N 0.86449 4.06215 3.50638 0.15
C 2.17078 4.61859 3.74242 0.43
O 2.58178 4.69966 4.85574 -0.48
F 2.97149 5.01311 2.72508 -0.16
C -0.15509 5.01420 3.61891 0.39
O -1.31843 4.77843 3.54879 -0.45
F 0.23082 6.31793 3.78130 -0.28
C -1.35161 0.83269 -0.55329 1.06
O -0.94672 0.31471 -1.56687 -0.63
N -2.65771 1.48875 -0.64650 -0.20
C -3.63617 0.46949 -0.93455 0.24
O -3.89738 -0.42806 -0.19932 -0.40
F -4.32165 0.57497 -2.10264 -0.17
H -0.02898 0.17616 3.80773 0.26
H -0.93006 -1.31465 4.14287 0.27
H -1.78878 0.28048 3.81769 0.09
H -0.32614 -1.66864 1.92466 -0.11
H -2.02990 -1.00438 1.74740 0.92
H 1.34408 -0.62669 -0.17366 0.33
H 1.99498 0.99629 -0.04475 0.34
H 1.77046 -0.28720 2.69780 0.15
H 3.23418 0.26135 1.85304 0.75
H 3.73386 -1.93832 1.18476 0.60
H 2.08406 -2.32064 0.72831 0.34
H 1.55218 -2.35144 3.40461 0.24
H 2.15363 -3.71866 2.43991 0.12
H 2.12048 2.66005 1.69170 -0.26
H 0.39270 5.52320 0.96630 0.56
H -0.61643 4.32965 0.15465 0.56
H 0.78963 2.57250 -1.32974 0.77
H 2.33327 2.46670 -3.23230 0.31
H 3.96590 4.40375 -3.59481 0.41
H 3.92330 6.36589 -2.06879 0.36
H 2.29808 6.46018 -0.18186 0.30
H -2.94409 1.86203 0.26232 0.40
C -1.94263 -6.16338 2.06460 -0.41
C -0.62216 -5.79547 2.71041 -0.43
O -0.66919 -4.37164 2.84732 -0.12
S -2.19464 -3.91120 3.10209 1.02
O -2.38571 -3.73883 4.49564 -0.63
O -2.51591 -2.90166 2.15927 -0.41
O -2.90421 -5.28921 2.66202 -0.34
H -1.92643 -5.96916 0.98943 0.28
H -2.21314 -7.20220 2.24005 0.33
H 0.23371 -6.09519 2.10972 0.33
H -0.53385 -6.22929 3.70943 0.30
C -4.56897 2.02842 -4.85681 -0.21
C -4.05707 3.43354 -4.62477 -0.34
O -2.92335 3.55379 -5.49068 -0.31
S -3.16873 2.67093 -6.81269 1.02
O -3.64795 3.51947 -7.84260 -0.57
O -2.04819 1.81623 -6.99277 -0.46
O -4.40402 1.79992 -6.26238 -0.35
H -3.96733 1.29521 -4.31966 0.22
H -5.61320 1.91607 -4.57389 0.32
H -3.77125 3.60681 -3.58992 0.32
H -4.79511 4.18071 -4.92741 0.29
C -7.40365 1.71642 2.43712 -0.33
C -7.41329 0.24261 2.78657 -0.37
O -6.05244 -0.06509 3.09847 -0.31
S -5.35390 1.22342 3.76330 1.02
O -5.38078 1.07674 5.17185 -0.61
O -4.15922 1.50052 3.05001 -0.27
O -6.47157 2.30652 3.34687 -0.33
H -7.03889 1.88035 1.42008 0.24
H -8.38404 2.17452 2.54734 0.32
H -7.76863 -0.37775 1.96726 0.34
H -8.01735 0.04960 3.67652 0.30
C 1.18617 1.36611 -7.32616 -0.06
C 1.20803 -0.11039 -6.98950 -0.24
O 2.58043 -0.39526 -6.68193 -0.35
S 3.25429 0.90242 -6.00598 1.16
O 3.22631 0.72958 -4.59483 -0.41
O 4.44044 1.21696 -6.71861 -0.66
O 2.10955 1.96634 -6.41075 -0.32
H 1.54517 1.54752 -8.34232 0.30
H 0.19611 1.80090 -7.20931 0.04
H 0.86378 -0.73022 -7.81373 0.43
H 0.61037 -0.32392 -6.09990 0.17
C 3.23031 -4.28577 -2.73766 -0.34
C 3.63407 -4.30735 -4.19880 -0.47
O 2.98629 -3.17026 -4.77329 -0.35
S 2.89089 -1.99610 -3.67044 1.16
O 3.96026 -1.09376 -3.87488 -0.61
O 1.53937 -1.57057 -3.58934 -0.51
O 3.22584 -2.90498 -2.37315 -0.15
H 2.21948 -4.67897 -2.60106 0.29
H 3.92273 -4.84170 -2.10868 0.34
H 3.32342 -5.21975 -4.70253 0.31
H 4.71298 -4.17785 -4.31467 0.30
```

Output
* LUMO energy: -0.19 eV
* E_HOMO: -8.956 eV
* frontier orbital gap: 8.769 eV



[2]
Here is a cluster of 2 separate species, C3H13N2O in total in a non-equilibrium geometry from the Open Molecules 2025 dataset. Energies are from ωB97M-V/def2-TZVPD.

The geometry in XYZ format:
```
19
Properties=species:S:1:pos:R:3:lowdin_spin:R:1
N 0.80020 0.20920 -1.17876 0.00
C 0.68514 0.39491 0.31237 0.05
C 0.75130 1.87794 0.65127 0.01
C -0.65629 -0.24800 0.77685 0.10
N -0.94001 0.17057 2.13304 0.76
H 0.29225 -0.59861 -1.61706 0.00
H 0.40306 1.01726 -1.67525 0.00
H 1.77775 0.16324 -1.47860 0.00
H 1.56506 -0.10248 0.71957 0.00
H -0.23688 2.34164 0.54431 0.00
H 1.14547 2.01508 1.65720 0.01
H 1.37210 2.47613 -0.01931 0.00
H -0.61002 -1.33897 0.73100 0.01
H -1.44766 0.05970 0.14801 0.02
H -1.14674 -0.56126 2.83486 0.02
H -1.73572 0.81665 2.25161 0.02
H -0.28781 -2.73391 -1.57534 0.00
H -0.78089 -2.38044 -2.99541 0.00
O -0.58077 -1.99480 -2.13299 0.00
```

Output
* multiplicity: 2
* LUMO energy (alpha / beta): -7.08 / -13.12 eV
* ⟨S²⟩: 0.75
* E_HOMO (alpha / beta): -20.024 / -20.021 eV
* frontier orbital gap (alpha / beta): 12.945 / 6.903 eV
* charge: +2



The records above yield electronic energy values of -7287.208514 -306.131091 a.u., respectively.